DFT (ωB97M-V with the def2-TZVPD basis set) results for a cluster of 2 separate species, C6H6N2 in total in a non-equilibrium geometry.

The HOMO energy is -0.3351 hartree. The HOMO-LUMO gap is 0.308 Ha. As for the energy above the lowest of the compared OMol25 structures with the same formula, charge and spin: 585.2 kJ/mol. As for the LUMO energy: -0.027 Ha. As for the net charge: 0.

```
14
C6H6N2 (ωB97M-V with the def2-TZVPD basis set)
C -2.8505 -0.3601 -0.0896
C -1.6856 0.4059 -0.1615
C -0.4201 -0.1942 0.1515
C 0.1978 -1.3635 0.1025
C 1.7129 -1.2076 0.0072
C 0.7263 0.6411 0.2236
H -3.6226 0.4868 -0.4970
H -2.9372 -1.5710 0.7872
H -1.8414 1.4402 -0.5454
H -0.3835 -2.1318 0.0231
H 2.4247 -1.9119 -0.3381
H 1.3950 2.5363 -0.1569
N 2.0872 0.0448 -0.2889
N 0.6101 1.9012 0.1925
```